Computed, not measured: 2 unconnected molecules or ions with the total composition H3NO2, with the ωB97M-V functional and the def2-TZVPD basis.

The geometry in XYZ format:
```
6
Properties=species:S:1:pos:R:3:lowdin_charge:R:1
H -2.00832 0.24620 0.82027 0.002
H -0.95315 -0.70168 0.03449 0.008
H -1.67071 0.57284 -0.71289 -0.005
N -1.84288 -0.19854 -0.08203 -0.004
O 3.87725 -0.41881 -0.05140 0.003
O 2.59781 0.49999 -0.00844 -0.004
```

Properties
- SMILES = O=O.N
- energy relative to the best compared isomer or geometry (same formula, charge and spin) (kcal per mole) = 118.4

Computed, not measured: a molecular structure, C44H33BiBrClF5N8O9S, with the ωB97M-V functional and the def2-TZVPD basis.

The geometry in XYZ format:
```
103
Properties=species:S:1:pos:R:3:lowdin_charge:R:1
Bi -0.68584 -1.43493 1.09900 1.888
Br 6.28406 -7.26293 1.61990 0.712
C 6.08166 -5.62563 2.56840 -0.682
C 4.88816 -5.35393 3.21400 -0.113
C 4.73386 -4.15523 3.87780 -0.003
C 5.78326 -3.22733 3.92430 -0.308
C 6.98976 -3.53603 3.27730 -0.033
C 7.13256 -4.72093 2.59070 -0.135
N 5.78106 -2.13473 4.76550 0.055
N 4.84186 -1.39763 5.08310 0.061
C 3.61156 -1.24483 4.50670 -0.252
C 2.58526 -0.94303 5.40770 -0.012
C 1.27096 -0.81453 5.02150 -0.001
C 0.89496 -0.90283 3.67410 -0.389
O -0.33204 -0.82313 3.30070 -0.236
C 1.95416 -1.06773 2.71540 -0.207
N 1.60606 -1.06743 1.41660 -0.153
C 2.49706 -1.22283 0.46660 -0.169
C 3.85616 -1.34013 0.76370 -0.019
C 4.25436 -1.35063 2.07840 0.019
C 3.30456 -1.25223 3.11180 -0.082
H 4.07296 -6.05793 3.18850 0.091
H 3.79956 -3.94903 4.37840 0.121
H 7.79636 -2.81913 3.30950 0.110
H 8.05726 -4.95053 2.08540 0.096
H 2.84176 -0.90053 6.45570 0.112
H 0.49516 -0.64923 5.75240 0.114
H 2.11606 -1.25673 -0.54430 0.118
H 4.57926 -1.42963 -0.03160 0.111
H 5.30226 -1.43423 2.32200 0.107
O -1.28134 0.27877 -2.75550 0.034
C -1.53524 -0.47153 -1.82160 -0.623
O -0.60794 -1.08793 -1.16820 -0.233
C -2.98944 -0.68013 -1.46200 -0.054
C -3.85854 -0.93243 -2.49330 0.073
C -5.23324 -1.08643 -2.26320 -0.157
C -5.73384 -0.96583 -0.97550 0.083
C -4.88444 -0.63253 0.05660 -0.075
C -3.46954 -0.46773 -0.12570 -0.324
O -2.71764 -0.15013 0.84410 -0.207
N -5.45164 -0.48533 1.36060 -0.361
O -4.93944 0.27947 2.14930 0.090
O -6.45204 -1.14203 1.60440 0.053
N -6.12834 -1.34813 -3.32880 -0.377
O -7.31874 -1.43583 -3.07240 0.053
O -5.67194 -1.46413 -4.45320 0.059
H -3.47994 -1.01783 -3.50190 0.132
H -6.78714 -1.10943 -0.77870 0.131
C -3.54394 5.55237 -1.62110 -0.043
C -2.61684 4.40097 -1.18890 -0.479
C -3.09334 3.92327 0.19380 -0.034
C -2.81634 3.23047 -2.15570 -0.016
C -1.13394 4.91817 -1.13260 -0.418
O -0.90884 5.66867 0.05220 -0.017
C -0.73044 5.89067 -2.28480 -0.111
C -0.76634 5.44997 -3.75660 -0.131
C 0.25666 4.40737 -4.12020 -0.250
C -0.11954 3.15547 -4.59460 -0.039
C 0.82196 2.18617 -4.89090 -0.089
C 2.16496 2.47707 -4.72900 -0.677
Cl 3.35706 1.27467 -5.08240 0.663
C 2.56906 3.72827 -4.29030 -0.104
C 1.61526 4.68227 -3.99120 -0.046
C -0.05114 3.81657 -1.09690 -0.033
N -0.18054 2.79847 -0.09160 -0.067
C 0.00556 1.49577 -0.29220 -0.101
N -0.19044 0.84987 0.84230 -0.039
C -0.47574 1.82197 1.73420 -0.163
N -0.45614 3.01007 1.19720 0.138
H -4.57994 5.22597 -1.55750 0.088
H -3.36074 5.85697 -2.64830 0.075
H -3.43384 6.42337 -0.97400 0.085
H -4.17884 3.85897 0.20310 0.088
H -2.78394 4.59137 0.99210 0.082
H -2.71864 2.93307 0.42430 0.066
H -3.85104 2.89847 -2.09610 0.099
H -2.19154 2.37847 -1.90970 0.065
H -2.62264 3.50487 -3.18540 0.060
H -1.65044 6.26557 0.19430 0.091
H 0.28986 6.20567 -2.05190 0.114
H -1.35144 6.78367 -2.18370 0.113
H -0.56914 6.34877 -4.35120 0.124
H -1.76084 5.10097 -4.02760 0.094
H -1.16094 2.90947 -4.72640 0.112
H 0.50526 1.21247 -5.22590 0.110
H 3.61926 3.95017 -4.18340 0.102
H 1.93786 5.65577 -3.65160 0.116
H 0.89466 4.33957 -0.91980 0.148
H -0.00984 3.30357 -2.05600 0.119
H 0.27296 1.04797 -1.22440 0.127
H -0.71584 1.61157 2.75490 0.122
F -1.04504 -9.20033 0.98470 0.103
C -0.63744 -7.92413 1.09350 -0.140
C 0.28746 -7.56713 2.06880 -0.148
F 0.76156 -8.50263 2.90660 0.104
C 0.72376 -6.26133 2.16870 -0.246
F 1.61816 -5.96213 3.12460 0.058
C 0.26926 -5.25153 1.30460 -0.552
S 0.99296 -3.69343 1.36090 0.667
C -0.70544 -5.62993 0.37000 -0.234
F -1.23624 -4.69963 -0.44510 0.063
C -1.13864 -6.93943 0.24870 -0.146
F -2.03134 -7.26863 -0.69670 0.108
```

Properties
- charge = -1
- energy relative to the best compared isomer or geometry (same formula, charge and spin) (kcal per mole) = 18.7

Computed, not measured: 2 unconnected molecules or ions with the total composition C8H12N2, with the ωB97M-V functional and the def2-TZVPD basis.

The geometry in XYZ format:
```
22
Properties=species:S:1:pos:R:3:lowdin_charge:R:1
C 0.25706 0.24120 0.67085 -0.201
C 0.19781 -1.05580 -2.06072 -0.277
C 0.76349 1.21765 0.00873 -0.115
C 1.73211 2.05202 0.66496 -0.200
C 1.25837 -1.65186 -1.88199 -0.002
C 2.21903 1.97799 1.90172 -0.009
C -1.26483 -0.54317 2.31416 -0.085
C -2.21576 -0.93950 -2.25018 -0.105
N -0.15196 -0.69952 1.33127 0.059
N -0.86230 -0.51295 -2.34031 0.026
H 0.27715 1.36462 -0.99102 0.124
H 2.07272 2.83463 0.06001 0.076
H 1.74462 -2.14375 -2.75369 0.089
H 1.73375 -1.57342 -0.92779 0.058
H 2.68884 2.78654 2.43666 0.044
H 1.77811 1.21239 2.61223 0.072
H -1.06867 -1.05076 3.31832 0.092
H -1.24787 0.50386 2.61991 0.071
H -2.16748 -0.96159 1.87718 0.068
H -2.29993 -1.50120 -1.33048 0.077
H -2.83095 -0.07655 -2.18840 0.059
H -2.61333 -1.48083 -3.09142 0.078
```

Properties
- SMILES = C=CC=C=NC.C=C=NC
- energy relative to the best compared isomer or geometry (same formula, charge and spin) (kcal per mole) = 121.0

Computed, not measured: a molecular structure, C8H28B2O30, with the ωB97M-V functional and the def2-TZVPD basis.

The geometry in XYZ format:
```
68
Properties=species:S:1:pos:R:3:lowdin_charge:R:1
O 1.41014 -1.23607 1.88413 0.166
C 0.81046 -2.17818 2.32205 -0.372
O 0.10729 -2.12611 3.42700 0.271
B -0.91125 -3.18122 3.22824 -0.885
O -0.62896 -3.79125 1.96924 0.354
C 0.36884 -3.27901 1.51283 -0.483
O 1.06800 -3.88944 0.71427 0.153
O -2.28681 -2.70898 3.27351 0.318
C -2.92359 -3.35385 4.06812 -0.497
O -4.12429 -3.33617 4.13532 0.154
C -2.03740 -4.20631 4.82240 -0.424
O -0.85247 -4.05945 4.37806 0.292
O -2.37261 -5.20067 5.41979 0.156
O -0.98281 1.30055 2.22873 0.144
C -0.52756 0.77447 1.19983 -0.321
O 0.37696 1.22311 0.36868 0.268
B 0.20921 0.57940 -0.89741 -0.905
O -0.78294 -0.45087 -0.60267 0.291
C -1.35236 -0.19032 0.43735 -0.500
O -2.14215 -0.93303 0.89304 0.198
O 1.45047 0.02184 -1.32113 0.313
C 1.58460 0.51112 -2.52783 -0.299
O 2.42583 -0.04485 -3.28759 0.107
C 0.56654 1.35255 -2.91705 -0.396
O -0.23636 1.50011 -1.96924 0.340
O 0.42303 1.87987 -4.03904 0.113
O 2.62388 1.23218 2.39094 -0.065
H 2.06090 0.65764 1.83031 0.013
H 3.45692 0.73176 2.53817 0.071
O -2.17257 2.78133 -5.23734 0.035
H -2.61610 3.24800 -4.53327 0.054
H -2.16023 2.09718 -4.72833 -0.072
O 3.61120 -2.60681 -3.72729 -0.087
H 3.31414 -1.67672 -3.25141 0.089
H 4.40764 -2.30049 -4.01830 -0.041
O 1.44854 3.79176 2.08548 -0.079
H 1.33199 4.06151 1.07852 0.119
H 1.63881 2.91361 2.27659 -0.058
O 3.47825 -2.08279 -0.36199 -0.102
H 2.50639 -1.91213 -0.49478 0.035
H 3.63040 -2.75340 -1.12831 0.088
O -0.17459 0.53369 5.29748 -0.152
H -0.04120 -0.39549 5.81842 0.102
H -0.36228 0.11777 4.37815 0.037
O -4.38847 0.87301 3.00781 -0.177
H -4.90621 -0.03203 2.70060 0.085
H -3.46341 0.80227 2.61260 0.019
O -4.87135 -1.95668 2.09290 -0.073
H -4.17012 -2.06833 1.44400 0.019
H -4.45326 -2.15349 2.94689 -0.009
O -2.54771 -2.46483 -1.48331 -0.050
H -3.19012 -1.88239 -1.00310 0.049
H -1.86232 -1.83572 -1.38064 -0.032
O -1.08422 3.78909 3.75799 -0.100
H -1.01604 2.84988 3.53130 -0.015
H -0.29322 4.06264 3.23233 0.007
O 0.59812 2.78221 -6.69808 -0.129
H 1.16912 3.64658 -6.64196 0.112
H 0.35857 2.37465 -5.81702 0.005
O -0.47676 4.80348 -3.74979 -0.016
H -0.43365 3.96140 -4.00097 -0.096
H -0.27145 5.17757 -2.86793 0.067
O 2.49356 0.87481 -5.85956 -0.042
H 1.67960 1.32548 -6.01983 -0.043
H 2.46086 0.62549 -4.96637 -0.056
O 5.02578 0.34673 -1.20525 0.038
H 4.35047 -0.33902 -1.05835 0.013
H 4.67033 1.02135 -1.50792 -0.122
```

Properties
- charge = -2
- energy relative to the best compared isomer or geometry (same formula, charge and spin) (kcal per mole) = 196.1

Results for orbital gap: 5.6; 6.7; 8.9; 8.4 (in eV, following the order of the records).
Results for LUMO level: -4.69; 1.15; 0.80; 2.37 (in eV, following the order of the records).